Record 1
{
  "formula": "C4H4N2O",
  "method": "ωB97M-V/def2-TZVPD",
  "symbols": ["O", "C", "C", "C", "N", "C", "N", "H", "H", "H", "H"],
  "xyz": [[0.887, 2.495, -1.069], [0.681, 1.708, -0.175], [0.018, 0.408, -0.262], [0.037, -0.609, -1.189], [-0.368, -1.784, -0.624], [-0.647, -1.489, 0.627], [-0.420, -0.190, 0.904], [1.054, 1.898, 0.855], [0.382, -0.553, -2.213], [-0.964, -2.184, 1.394], [-0.660, 0.299, 1.752]],
  "lowdin_charge": [0.056, -0.233, -0.223, -0.079, 0.064, -0.189, 0.084, 0.123, 0.118, 0.122, 0.157],
  "gap_ev": 9.8,
  "charge": 0,
  "homo_energy_ev": -9.50,
  "de_lowest_kcal_mol": 11.41
}

=====

Record 2
{
  "formula": "C4H4N2O",
  "method": "ωB97M-V/def2-TZVPD",
  "symbols": ["O", "C", "C", "C", "N", "C", "N", "H", "H", "H", "H"],
  "xyz": [[2.500, 1.204, 0.510], [1.955, 0.584, -0.371], [0.611, -0.040, -0.141], [-0.284, -0.577, -1.008], [-1.571, -0.774, -0.635], [-1.692, -0.331, 0.606], [-0.609, 0.198, 1.171], [2.457, 0.495, -1.394], [0.087, -0.862, -1.981], [-2.680, -0.429, 1.096], [-0.774, 0.531, 2.147]],
  "lowdin_charge": [0.023, -0.260, 0.008, -0.180, 0.030, -0.267, 0.121, 0.142, 0.116, 0.133, 0.134],
  "gap_ev": 9.7,
  "charge": 0,
  "homo_energy_ev": -9.48,
  "de_lowest_kcal_mol": 55.30
}

=====

Record 3
{
  "formula": "C4H4N2O",
  "method": "ωB97M-V/def2-TZVPD",
  "symbols": ["N", "C", "C", "O", "C", "C", "N", "H", "H", "H", "H"],
  "xyz": [[-2.104, -1.445, -1.049], [-1.733, -0.649, -0.275], [-0.171, -1.093, -0.182], [0.599, -0.148, -0.813], [0.507, 1.130, -0.236], [0.965, 1.115, 1.167], [1.312, 1.038, 2.267], [0.044, -2.049, -0.670], [-0.033, -1.176, 0.891], [1.144, 1.783, -0.832], [-0.530, 1.495, -0.267]],
  "lowdin_charge": [0.173, -0.125, -0.221, -0.112, -0.192, -0.175, 0.167, 0.125, 0.104, 0.137, 0.119],
  "gap_ev": 11.4,
  "charge": 0,
  "homo_energy_ev": -11.64,
  "de_lowest_kcal_mol": 79.81
}

=====

- Number 2 is which compound?
  C4H4N2O